Record 1
# C5H11NOS

A cluster of 2 separate species, C5H11NOS in total (the ωB97M-V functional and the def2-TZVPD basis, OMol25).

The geometry in ORCA input format:
```
! wB97M-V def2-TZVPD RIJCOSX def2/J DEFGRID3
* xyz 0 1
C -1.172 -1.102 1.001
C -2.428 -0.736 0.214
S -2.762 1.205 -0.013
C 0.066 -1.184 0.366
N 1.192 -0.004 0.827
C 2.529 0.018 0.019
C 0.636 1.321 0.590
O 0.292 -1.659 -0.788
H -1.142 -0.903 2.086
H -0.597 -0.093 -2.429
H -3.343 -1.083 0.694
H -2.488 -1.161 -0.807
H -0.781 0.412 -2.891
H 2.428 0.375 -1.012
H 3.099 0.847 0.450
H 3.124 -0.910 0.050
H 0.923 1.731 -0.385
H 0.802 1.943 1.471
H -0.380 0.983 0.557
*
```

## Properties
- Gap between HOMO and LUMO: 5.080 eV
- Relative energy (zero: lowest compared OMol25 entry of this formula, charge and spin): 809.6 kJ/mol
- HOMO level: -8.6585 eV
- Electronic energy: -725.0165 Ha

Mulliken atomic charge list, values in e, 2 entries: -0.360 -0.655

---

Record 2
# CH6N

The ion CH6N with charge +1 (the ωB97M-V functional and the def2-TZVPD basis, OMol25).

The geometry in ORCA input format:
```
! wB97M-V def2-TZVPD RIJCOSX def2/J DEFGRID3
* xyz 1 1
C -0.283 0.634 -0.296
N 0.295 -0.634 0.268
H -1.037 1.006 0.399
H 0.495 1.376 -0.335
H -0.747 0.448 -1.259
H 1.192 -0.855 -0.168
H -0.313 -1.441 0.111
H 0.399 -0.535 1.279
*
```

## Properties
- Gap between HOMO and LUMO: 15.343 eV
- Relative energy (zero: lowest compared OMol25 entry of this formula, charge and spin): 2.2 kJ/mol
- SMILES string: C[NH3+]
- HOMO level: -19.5897 eV
- Electronic energy: -96.1877 Ha

Mulliken atomic charge list, values in e, 2 entries: -0.722 -0.334

---

Record 3
# C23H21BiN9O5S

A structure of composition C23H21BiN9O5S (the ωB97M-V functional and the def2-TZVPD basis, OMol25).

The geometry in ORCA input format:
```
! wB97M-V def2-TZVPD RIJCOSX def2/J DEFGRID3
* xyz 1 1
Bi 0.041 -0.625 1.120
C -0.853 2.292 4.149
C 0.483 2.082 3.552
N 0.710 1.548 2.371
C 2.064 1.549 2.170
C 2.670 2.114 3.277
N 1.647 2.438 4.128
C 4.068 2.349 3.747
O 5.038 2.060 2.916
O 4.224 2.776 4.864
C 2.669 0.962 0.935
O 3.884 1.058 0.775
O 1.888 0.374 0.112
H -1.604 1.776 3.560
H -1.094 3.354 4.167
H -0.885 1.924 5.171
H 1.809 2.843 5.043
H 4.720 1.693 2.036
N -0.461 -2.776 -2.665
C -1.805 -2.565 -3.043
C -2.510 -3.572 -3.678
C -3.840 -3.370 -4.022
C -4.468 -2.177 -3.723
C -3.767 -1.175 -3.064
C -2.442 -1.372 -2.731
S -1.533 -0.100 -1.869
N -0.354 -1.034 -1.113
C 0.097 -2.145 -1.611
C 1.324 -2.689 -1.013
C 2.316 -3.300 -1.778
C 3.519 -3.615 -1.166
C 3.686 -3.340 0.184
C 2.635 -2.760 0.872
N 1.492 -2.447 0.286
H -0.076 -3.662 -2.958
H -2.011 -4.500 -3.914
H -4.376 -4.156 -4.529
H -5.501 -2.018 -3.986
H -4.246 -0.243 -2.821
H 2.181 -3.471 -2.833
H 4.326 -4.052 -1.735
H 4.620 -3.545 0.678
H 2.696 -2.537 1.926
N -1.945 -1.474 1.011
C -3.079 -1.356 0.684
N -4.281 -1.224 0.541
C -5.232 -1.379 -0.313
N -6.118 -1.452 -1.041
C 0.726 2.824 -1.200
N -0.300 3.291 -0.296
C -0.406 4.724 -0.161
C -1.089 2.479 0.365
O -1.134 1.237 0.284
H 0.657 3.359 -2.146
H 0.607 1.756 -1.366
H 1.713 2.999 -0.770
H -0.579 5.173 -1.139
H 0.522 5.127 0.244
H -1.231 4.981 0.500
H -1.811 2.989 1.015
*
```

## Properties
- Gap between HOMO and LUMO: 7.206 eV
- Relative energy (zero: lowest compared OMol25 entry of this formula, charge and spin): 124.4 kJ/mol
- HOMO level: -10.8604 eV
- Electronic energy: -2370.7296 Ha

Mulliken atomic charge list, values in e, 2 entries: 1.419 -1.403

---

Record 4
# C32H47B2F4IrN6O2

A structure of composition C32H47B2F4IrN6O2 (the ωB97M-V functional and the def2-TZVPD basis, OMol25).

The geometry in ORCA input format:
```
! wB97M-V def2-TZVPD RIJCOSX def2/J DEFGRID3
* xyz 0 1
Ir 0.330 -0.245 -0.393
C 1.240 4.966 1.238
C 1.414 3.829 0.299
C 2.305 3.721 -0.752
C 2.078 2.469 -1.329
N 1.100 1.870 -0.647
N 0.692 2.694 0.336
B -0.501 2.376 1.248
N -0.144 1.264 2.245
N 0.281 0.043 1.886
C 0.577 -0.651 2.985
C 0.316 0.168 4.091
C -0.137 1.369 3.588
C -0.566 2.559 4.369
C 1.011 -2.087 3.101
C 1.497 -2.670 1.779
C -0.204 -2.883 3.605
C 2.151 -2.200 4.121
N -1.683 1.953 0.351
N -1.552 1.094 -0.674
C -2.703 1.059 -1.344
C -3.604 1.925 -0.716
C -2.924 2.473 0.353
C -3.433 3.447 1.353
C -3.001 0.309 -2.614
C -1.895 -0.674 -2.986
C -3.171 1.335 -3.746
C -4.320 -0.458 -2.438
C 2.752 1.952 -2.567
C 2.339 2.852 -3.746
C 2.366 0.502 -2.847
C 4.274 2.050 -2.397
H 1.962 5.741 0.997
H 0.235 5.379 1.166
H 1.404 4.637 2.262
H 3.030 4.450 -1.044
H -0.804 3.337 1.854
H 0.450 -0.076 5.124
H -0.489 2.322 5.427
H 0.070 3.416 4.160
H -1.595 2.834 4.146
H 0.898 -2.292 0.955
H 2.524 -2.377 1.599
H 1.445 -3.757 1.793
H -0.999 -2.867 2.862
H 0.083 -3.916 3.795
H -0.586 -2.457 4.531
H 2.999 -1.609 3.787
H 1.848 -1.858 5.107
H 2.462 -3.239 4.201
H -4.613 2.138 -1.001
H -4.485 3.640 1.163
H -3.325 3.049 2.359
H -2.888 4.388 1.291
H -0.917 -0.205 -2.902
H -1.918 -1.540 -2.332
H -2.022 -1.020 -4.009
H -2.216 1.787 -4.007
H -3.578 0.839 -4.624
H -3.857 2.126 -3.451
H -4.256 -1.130 -1.586
H -5.151 0.224 -2.276
H -4.529 -1.049 -3.328
H 1.270 2.795 -3.943
H 2.598 3.889 -3.545
H 2.875 2.542 -4.640
H 1.282 0.371 -2.817
H 2.715 0.197 -3.831
H 2.823 -0.154 -2.113
H 4.583 3.080 -2.240
H 4.602 1.463 -1.548
H 4.772 1.674 -3.288
C -3.151 -3.334 0.527
C -1.781 -2.853 0.091
O -1.527 -1.656 0.231
C -0.889 -3.825 -0.505
C -1.094 -5.204 -0.343
C -0.264 -6.129 -0.926
C 0.802 -5.705 -1.727
C 1.032 -4.374 -1.919
C 0.229 -3.370 -1.295
O 0.528 -2.154 -1.499
H -3.771 -2.470 0.756
H -3.069 -3.947 1.423
H -3.608 -3.925 -0.263
H -1.901 -5.555 0.286
H -0.416 -7.183 -0.753
H 1.460 -6.434 -2.177
H 1.855 -4.021 -2.521
F 4.217 1.138 0.781
B 4.042 -0.206 0.577
F 2.644 -0.395 0.224
F 4.784 -0.657 -0.481
F 4.293 -0.926 1.711
*
```

## Properties
- Gap between HOMO and LUMO (alpha / beta): 6.077 / 6.045 eV
- Relative energy (zero: lowest compared OMol25 entry of this formula, charge and spin): 339.0 kJ/mol
- HOMO level (alpha / beta): -7.9818 / -8.0202 eV
- Electronic energy: -2280.3377 Ha

Mulliken atomic charge list, values in e, 2 entries: 4.873 -1.468

---

Record 5
# C28H36As2InSi

A structure of composition C28H36As2InSi (the ωB97M-V functional and the def2-TZVPD basis, OMol25).

The geometry in ORCA input format:
```
! wB97M-V def2-TZVPD RIJCOSX def2/J DEFGRID3
* xyz 1 1
C -1.744 0.071 -1.623
C -0.652 0.657 -2.306
C 0.465 -0.207 -2.198
H -0.684 1.573 -2.896
C 0.048 -1.375 -1.440
C -1.341 -1.170 -1.088
H -1.978 -1.909 -0.596
H -2.758 0.474 -1.598
H 1.408 -0.112 -2.734
H 0.572 -2.331 -1.434
In 0.786 0.048 0.344
C 3.364 4.190 1.179
H 3.786 3.246 0.764
H 4.166 4.893 0.887
H 2.493 4.783 0.730
Si 1.806 3.144 0.363
C 0.191 3.989 0.686
C -0.812 3.820 -0.281
H -0.678 3.083 -1.080
C -1.969 4.601 -0.255
H -2.734 4.455 -1.017
C -2.145 5.557 0.749
H -3.027 6.194 0.746
C -1.204 5.663 1.777
H -1.375 6.368 2.596
C -0.059 4.857 1.772
H 0.655 4.919 2.599
C 2.222 3.024 -1.441
C 1.879 4.057 -2.332
H 1.164 4.827 -2.024
C 2.475 4.115 -3.599
H 2.262 4.961 -4.253
C 3.336 3.099 -4.022
H 3.799 3.147 -5.009
C 3.585 2.010 -3.182
H 4.224 1.194 -3.522
C 3.033 1.972 -1.902
H 3.240 1.117 -1.244
H 1.941 1.806 1.079
H 3.266 4.132 2.268
C 2.164 -2.533 3.388
As 1.037 -2.243 1.809
C 1.257 -3.916 0.832
C -0.770 -2.501 2.573
C -1.227 -3.781 2.876
C -2.498 -3.927 3.457
C -3.300 -2.812 3.715
C -2.842 -1.521 3.401
C -1.576 -1.371 2.841
As -0.930 0.438 2.359
C -2.414 1.660 2.721
C 0.159 0.798 3.947
H 3.178 -2.199 3.131
H 2.168 -3.603 3.627
H 1.776 -1.948 4.229
H 1.527 -4.711 1.538
H 0.329 -4.157 0.305
H 2.069 -3.760 0.111
H -0.606 -4.651 2.677
H -2.858 -4.921 3.714
H -4.287 -2.935 4.168
H -3.467 -0.644 3.584
H -2.536 1.755 3.808
H -2.165 2.627 2.269
H -3.317 1.245 2.260
H -0.493 0.666 4.821
H 1.012 0.111 3.990
H 0.501 1.837 3.869
*
```

## Properties
- Gap between HOMO and LUMO: 5.656 eV
- Relative energy (zero: lowest compared OMol25 entry of this formula, charge and spin): 0.0 kJ/mol
- HOMO level: -8.1700 eV
- Electronic energy: -6039.3137 Ha

Mulliken atomic charge list, values in e, 2 entries: -0.879 -0.586

---

Record 6
# C4H8N2O

The molecule C4H8N2O (the ωB97M-V functional and the def2-TZVPD basis, OMol25).

The geometry in ORCA input format:
```
! wB97M-V def2-TZVPD RIJCOSX def2/J DEFGRID3
* xyz 0 1
C -2.105 -1.313 -0.412
N -0.956 -0.837 -1.259
C 0.006 -0.118 -0.422
N 0.408 1.053 -0.734
C 1.660 1.383 0.077
C 1.440 0.340 1.199
O 0.325 -0.550 0.714
H -2.802 -1.856 -1.159
H -1.633 -2.021 0.243
H -2.634 -0.485 0.207
H -1.472 0.025 -1.826
H 1.680 2.507 0.381
H 2.543 1.188 -0.682
H 2.461 -0.112 1.511
H 1.080 0.796 2.161
*
```

## Properties
- Gap between HOMO and LUMO: 9.767 eV
- Relative energy (zero: lowest compared OMol25 entry of this formula, charge and spin): 322.4 kJ/mol
- SMILES string: CNC1=NCCO1
- HOMO level: -8.8290 eV
- Electronic energy: -341.8809 Ha

Mulliken atomic charge list, values in e, 2 entries: -0.793 -0.384

---

Record 7
# C6H6BrO

A structure of composition C6H6BrO (the ωB97M-V functional and the def2-TZVPD basis, OMol25).

The geometry in ORCA input format:
```
! wB97M-V def2-TZVPD RIJCOSX def2/J DEFGRID3
* xyz 1 1
C -2.119 -0.603 0.144
C -0.787 -0.911 0.038
C -2.592 0.712 0.154
C -1.596 1.663 0.210
C 0.143 0.164 0.091
C 4.211 -0.788 -0.281
O -0.314 1.359 0.169
Br 2.779 0.225 0.202
H -2.943 -1.279 -0.001
H -0.624 -1.993 0.013
H -3.605 0.895 0.137
H -1.628 2.684 0.263
H 4.945 -0.260 -0.925
H 4.129 -1.868 -0.213
*
```

## Properties
- Gap between HOMO and LUMO (alpha / beta): 8.851 / 6.348 eV
- Relative energy (zero: lowest compared OMol25 entry of this formula, charge and spin): 393.9 kJ/mol
- HOMO level (alpha / beta): -13.6353 / -12.3323 eV
- Electronic energy: -2881.0106 Ha

Mulliken atomic charge list, values in e, 2 entries: -0.007 -0.347